[1]
DFT (the ωB97M-V functional and the def2-TZVPD basis) results for an isolated molecule of C26H38N2O4.

XYZ file:
```
70
Properties=species:S:1:pos:R:3:nbo_charge:R:1
C 1.345 -1.105 3.189 -0.64
C -0.154 -1.361 3.303 -0.06
O -0.843 -1.098 2.099 -0.52
C -0.961 0.200 1.650 0.27
C -0.786 1.327 2.432 -0.30
C -0.943 2.619 1.919 0.12
C -1.307 2.737 0.565 0.24
C -1.467 1.610 -0.225 -0.24
C -1.295 0.337 0.293 0.09
N -1.447 -0.838 -0.446 -0.61
C -1.589 -0.994 -1.790 0.69
O -1.702 -0.079 -2.577 -0.62
C -1.589 -2.453 -2.213 -0.48
H -2.062 -3.066 -1.443 0.21
H -2.178 -2.528 -3.129 0.23
C -0.172 -2.997 -2.501 -0.01
C 0.722 -2.918 -1.258 -0.42
C 2.103 -3.497 -1.570 -0.21
C 2.746 -2.691 -2.696 -0.41
C 1.867 -2.776 -3.942 -0.21
C 1.733 -4.236 -4.372 -0.40
C 1.091 -5.038 -3.242 -0.22
C 1.969 -4.957 -1.995 -0.40
H 2.956 -5.375 -2.206 0.21
H 1.524 -5.543 -1.187 0.20
C -0.290 -4.465 -2.929 -0.40
H -0.928 -4.539 -3.813 0.21
H -0.758 -5.047 -2.131 0.20
H 0.987 -6.085 -3.549 0.21
H 2.718 -4.647 -4.608 0.20
H 1.118 -4.304 -5.272 0.20
C 0.484 -2.203 -3.634 -0.41
H 0.569 -1.153 -3.351 0.22
H -0.144 -2.252 -4.526 0.21
H 2.324 -2.197 -4.752 0.21
H 2.857 -1.648 -2.391 0.21
H 3.742 -3.085 -2.914 0.20
H 2.730 -3.435 -0.672 0.21
H 0.837 -1.879 -0.945 0.21
H 0.268 -3.478 -0.435 0.20
H -1.338 -1.667 0.122 0.42
H -1.731 1.733 -1.262 0.27
O -1.514 3.969 -0.034 -0.54
C -2.760 4.565 0.300 -0.06
C -2.824 5.933 -0.358 -0.62
H -2.028 6.568 0.021 0.21
H -2.702 5.829 -1.433 0.21
H -3.783 6.398 -0.150 0.21
H -3.577 3.926 -0.064 0.17
H -2.852 4.655 1.391 0.18
N -0.819 3.757 2.715 -0.44
C -0.713 3.646 4.156 -0.24
C 0.747 3.493 4.609 -0.08
H 0.821 3.521 5.698 0.19
O 1.532 4.563 4.132 -0.53
C 1.460 4.655 2.724 -0.09
C 0.017 4.851 2.248 -0.25
H -0.012 4.906 1.162 0.24
H -0.377 5.782 2.671 0.19
H 2.081 5.508 2.446 0.20
H 1.873 3.741 2.268 0.16
H 1.162 2.542 4.242 0.16
H -1.329 2.824 4.520 0.21
H -1.103 4.580 4.576 0.20
H -0.518 1.205 3.468 0.21
H -0.586 -0.791 4.135 0.17
H -0.339 -2.423 3.489 0.19
H 1.765 -1.713 2.391 0.22
H 1.835 -1.361 4.124 0.22
H 1.540 -0.060 2.960 0.22
```

Properties
LUMO level in eV: 0.611
HOMO level in eV: -7.23
Relative energy (zero: lowest compared OMol25 entry of this formula, charge and spin) in kJ/mol: 0.00

=====

[2]
DFT (the ωB97M-V functional and the def2-TZVPD basis) results for an isolated molecule of C5H10O2.

XYZ file:
```
17
Properties=species:S:1:pos:R:3:nbo_charge:R:1
C -2.157 -0.791 -0.257 -0.64
C -0.776 -0.205 -0.345 0.10
O -1.084 1.517 -0.192 -0.83
C 0.111 -0.290 0.787 -0.64
C 1.599 -0.383 0.556 -0.52
C 2.213 0.647 -0.354 0.47
O 1.629 1.533 -0.945 -0.58
H -2.092 -1.869 -0.445 0.22
H -2.572 -0.643 0.745 0.22
H -2.836 -0.348 -0.990 0.22
H -0.349 -0.214 -1.350 0.20
H -0.347 1.898 -0.713 0.51
H -0.481 1.139 0.718 0.47
H -0.259 -0.885 1.621 0.22
H 1.941 -1.354 0.148 0.21
H 2.147 -0.297 1.507 0.24
H 3.311 0.543 -0.490 0.11
```

Properties
LUMO level in eV: 0.974
HOMO level in eV: -7.78
Relative energy (zero: lowest compared OMol25 entry of this formula, charge and spin) in kJ/mol: 396.27

=====

[3]
DFT (the ωB97M-V functional and the def2-TZVPD basis) results for a structure of composition C46H47N5P2S2Se2Ti.

XYZ file:
```
105
Properties=species:S:1:pos:R:3:mulliken_spin:R:1
Ti -0.190 -0.099 0.368 1.66
C -0.445 0.772 3.494 0.03
N 0.360 -0.128 2.656 0.00
C 1.741 0.346 2.736 -0.02
C 2.642 -0.344 1.732 0.02
N 2.387 0.072 0.351 -0.05
C 3.185 -0.836 -0.484 0.03
C 2.769 1.460 0.159 0.01
C 4.105 1.786 -0.038 0.00
C 4.530 3.083 -0.268 0.00
C 3.588 4.102 -0.289 0.00
C 2.266 3.809 -0.054 0.00
C 1.812 2.500 0.182 0.03
S 0.126 2.324 0.530 0.00
C 0.272 -1.508 3.106 0.02
C 0.263 -1.792 4.465 0.00
C 0.173 -3.087 4.949 0.00
C 0.122 -4.145 4.056 0.00
C 0.164 -3.890 2.706 0.00
C 0.234 -2.587 2.196 0.00
S 0.329 -2.452 0.472 0.00
H 0.057 0.995 4.450 0.00
H -1.415 0.319 3.698 0.00
H -0.592 1.717 2.957 0.00
H 2.148 0.169 3.750 0.00
H 1.752 1.428 2.551 0.00
H 2.491 -1.429 1.794 0.00
H 3.697 -0.129 2.001 0.00
H 4.151 -1.081 -0.011 0.00
H 3.393 -0.388 -1.451 0.01
H 2.620 -1.762 -0.623 0.00
H 4.850 1.003 -0.026 0.00
H 5.581 3.290 -0.427 0.00
H 3.896 5.122 -0.483 0.00
H 1.526 4.595 -0.045 0.00
H 0.313 -0.986 5.183 0.00
H 0.138 -3.263 6.015 0.00
H 0.062 -5.164 4.413 0.00
H 0.139 -4.698 1.990 0.00
Se -7.247 -1.654 0.810 0.00
P -5.943 -0.302 1.801 0.00
C -5.966 -0.594 3.584 0.01
C -6.816 -1.561 4.122 0.00
C -6.912 -1.732 5.485 0.00
C -6.178 -0.919 6.344 0.00
C -5.346 0.063 5.812 0.00
C -5.242 0.236 4.452 0.00
C -6.467 1.423 1.674 -0.01
C -7.835 1.719 1.715 0.00
C -8.264 3.022 1.788 0.00
C -7.339 4.066 1.840 0.00
C -5.979 3.776 1.795 0.00
C -5.540 2.475 1.725 0.00
C -4.208 -0.409 1.369 0.00
C -3.342 -0.099 0.301 0.13
N -2.101 -0.373 0.767 0.00
N -2.206 -0.841 2.000 0.06
N -3.446 -0.865 2.379 0.00
P -3.494 0.172 -1.476 -0.02
Se -0.481 0.125 -2.189 0.04
C -4.828 1.422 -1.591 0.00
C -4.462 2.659 -2.113 -0.01
C -5.412 3.645 -2.304 0.00
C -6.741 3.397 -1.993 0.00
C -7.105 2.180 -1.445 0.00
C -6.152 1.201 -1.231 0.00
C -4.365 -1.412 -1.794 0.00
C -5.568 -1.531 -2.479 0.00
C -6.188 -2.763 -2.590 0.00
C -5.593 -3.895 -2.062 0.00
C -4.348 -3.798 -1.463 0.00
C -3.734 -2.567 -1.331 0.00
H -7.381 -2.187 3.445 0.00
H -7.552 -2.509 5.887 0.00
H -6.251 -1.049 7.416 0.00
H -4.774 0.693 6.483 0.00
H -4.597 1.003 4.047 0.00
H -8.544 0.902 1.667 0.00
H -9.325 3.244 1.801 0.00
H -7.673 5.093 1.909 0.00
H -5.258 4.583 1.809 0.00
H -4.481 2.256 1.678 0.00
H -3.426 2.829 -2.374 0.00
H -5.122 4.607 -2.704 0.00
H -7.498 4.150 -2.180 0.00
H -8.133 1.984 -1.177 0.00
H -6.438 0.249 -0.814 0.00
H -6.036 -0.654 -2.906 0.00
H -7.158 -2.831 -3.063 0.00
H -6.097 -4.851 -2.119 0.00
H -3.863 -4.684 -1.075 0.00
H -2.753 -2.491 -0.869 0.01
C 1.075 -0.649 -5.234 0.00
C 1.434 0.581 -4.408 0.00
C 2.846 1.071 -4.739 0.00
C 1.366 0.236 -2.925 0.03
H 1.025 -0.421 -6.297 0.00
H 0.113 -1.034 -4.903 0.00
H 1.822 -1.425 -5.080 0.00
H 0.706 1.374 -4.612 0.00
H 3.573 0.344 -4.381 0.00
H 3.054 2.028 -4.258 0.00
H 2.978 1.188 -5.815 0.00
H 1.882 1.007 -2.346 0.00
H 1.822 -0.741 -2.758 0.00
```

Properties
LUMO level (spin up / spin down) in eV: 3.984 / 3.981
Multiplicity: 3
HOMO level (spin up / spin down) in eV: 0.31 / -1.23
Total charge: -2

=====

In Eh/bohr, the max |F| values for the records above are, in order, 0.0109 0.0099 0.0597.